(1)
Computed, not measured: a molecular structure, C28H58F2N2O24S2Zn, with the ωB97M-V functional and the def2-TZVPD basis.

Structure (XYZ):
```
117
Properties=species:S:1:pos:R:3:forces:R:3:lowdin_charge:R:1
Zn -0.9417 -3.1360 -3.4641 -0.7 0.3 0.5 1.22
N -3.7844 -3.6451 -4.7633 0.1 -0.5 -3.9 -0.30
S -5.2941 -3.6689 -4.3795 -3.2 -0.3 6.9 0.40
O -5.7607 -5.0150 -4.2210 -0.6 0.6 -0.3 -0.28
O -6.1824 -2.6354 -4.8486 1.1 -0.9 0.3 -0.25
F -4.9514 -3.3083 -2.8324 -0.4 0.6 -0.2 -0.24
S -4.2832 -3.9523 -6.3667 3.6 2.9 -6.1 0.52
O -4.5337 -2.7101 -7.1217 0.1 -2.1 2.0 -0.31
O -5.0339 -5.1061 -6.7359 0.1 0.2 0.9 -0.24
F -2.8280 -4.2912 -6.9597 0.3 -0.4 0.8 -0.23
C 0.3355 -0.3558 1.1958 0.3 -0.8 0.4 0.02
C 0.0486 -1.1652 -0.0485 1.3 1.1 -0.8 -0.73
O -1.0708 -1.5794 -0.3751 -2.5 -0.8 -0.4 0.11
O 0.9438 -1.4518 -0.8603 1.1 0.0 0.0 0.01
H 0.8444 -1.1296 1.7705 0.2 0.1 0.5 0.09
H -0.4813 0.0240 1.8096 -0.2 -0.2 -0.5 0.09
H 1.0730 0.4266 1.0168 -0.1 -0.1 -0.3 0.09
C 4.6215 9.2956 -0.4284 0.1 -1.2 -1.2 -0.08
O 5.6555 8.3303 -0.8709 -1.5 0.1 0.9 -0.20
C 5.1202 7.2394 -1.7149 0.9 1.5 0.5 -0.16
C 4.3594 6.0523 -1.0889 1.6 2.5 -0.4 -0.21
O 5.2713 5.4659 -0.1923 -1.8 -1.5 0.7 -0.13
C 4.6733 4.2350 0.2710 1.3 -0.6 -1.2 -0.17
C 4.6485 3.1268 -0.8700 1.5 -0.1 0.9 -0.16
O 5.7983 3.0611 -1.7410 -1.9 0.9 0.2 -0.18
C 7.0001 2.9866 -1.0781 2.1 0.1 -0.4 -0.15
H 3.8390 8.8040 0.1497 -0.1 -0.2 -0.1 0.07
H 4.2097 9.7231 -1.3426 -0.4 0.0 0.0 0.07
H 4.9186 10.1558 0.1714 1.1 -0.5 0.0 0.08
H 6.0464 6.8568 -2.1437 -0.1 -0.2 -0.1 0.12
H 4.5737 7.7400 -2.5142 -0.4 -0.3 -0.1 0.11
H 4.1532 5.4249 -1.9560 -0.4 -0.3 0.2 0.12
H 3.4850 6.4311 -0.5596 -0.4 -0.4 -0.1 0.12
H 3.6515 4.2292 0.6503 -0.4 0.9 -0.2 0.12
H 5.2476 3.9416 1.1498 0.4 -0.3 -0.3 0.12
H 3.7708 3.1409 -1.5161 0.1 0.2 0.1 0.12
H 4.6764 2.2051 -0.2888 -0.5 -0.4 0.0 0.11
H 7.7799 3.2827 -1.7797 0.0 0.1 -0.4 0.09
H 7.3028 1.9687 -0.8321 -0.4 -0.3 0.6 0.09
H 7.1689 3.6883 -0.2613 -0.6 -0.2 0.3 0.09
C -10.6142 5.9505 4.9229 2.5 -1.1 1.5 -0.06
O -9.1701 5.6926 5.0778 0.3 0.8 0.4 -0.24
C -8.7640 4.4646 5.7629 -0.1 0.9 -2.3 -0.16
C -7.2248 4.4474 5.7952 0.4 0.5 1.2 -0.20
O -6.6114 4.2382 4.5420 0.3 -0.7 -0.1 -0.12
C -5.2244 4.5004 4.3462 1.0 -0.6 0.6 -0.16
C -4.0749 3.7360 5.1386 -1.5 1.4 0.2 -0.17
O -4.2969 4.0203 6.5268 -0.5 -0.3 -0.7 -0.20
C -3.7437 3.1030 7.4011 0.6 -0.8 0.9 -0.14
H -10.8237 6.9974 4.7037 0.5 -0.2 -0.5 0.08
H -10.9087 5.8058 5.9623 -1.3 -0.4 -0.3 0.08
H -10.9307 5.2382 4.1608 -0.8 0.2 0.3 0.08
H -9.1942 3.6976 5.1190 0.4 -0.7 0.0 0.12
H -9.2099 4.2892 6.7419 0.1 0.6 0.3 0.12
H -6.8481 3.7887 6.5777 -0.3 -1.0 -0.3 0.11
H -6.8254 5.3550 6.2480 -0.4 0.8 -0.3 0.12
H -4.9416 5.5313 4.5595 -0.6 0.4 -0.3 0.12
H -5.0715 4.2193 3.3042 0.1 0.5 -0.1 0.12
H -3.1197 4.2297 4.9599 0.1 0.0 -0.9 0.12
H -3.9915 2.7002 4.8094 -0.3 -0.4 0.7 0.12
H -3.0677 2.4072 6.9041 0.0 -0.1 -0.1 0.08
H -4.5020 2.5262 7.9306 -0.3 -0.2 -0.2 0.08
H -3.1615 3.5793 8.1899 0.1 0.4 -0.1 0.08
C 2.6542 -5.7919 6.9152 -0.5 1.3 -0.6 0.00
O 3.0700 -4.4979 7.4647 0.2 -0.4 0.3 -0.01
C 2.9818 -3.3777 6.7412 -2.1 -1.2 -2.7 -0.61
O 2.5133 -3.2772 5.5988 1.1 -0.5 1.9 0.08
O 3.3714 -2.3693 7.4691 1.5 0.9 0.9 0.03
C 3.5017 -1.1269 6.8106 -1.5 2.1 -0.5 -0.06
H 2.7276 -6.5570 7.6881 0.5 0.4 0.0 0.09
H 3.2277 -5.9859 6.0088 0.1 -0.2 0.3 0.10
H 1.6022 -5.7351 6.6356 0.0 0.1 -0.1 0.09
H 2.5227 -0.7725 6.4881 -0.3 -0.6 -0.6 0.09
H 4.1727 -1.0036 5.9605 0.2 -1.0 0.1 0.10
H 3.7030 -0.2799 7.4665 0.7 -0.8 0.9 0.09
C -2.6025 -8.6836 -2.8344 -0.6 1.1 -0.1 0.00
O -1.5862 -8.5265 -1.7997 -0.5 -2.5 0.2 0.01
C -1.1499 -7.3716 -1.3516 -0.1 1.4 -2.6 -0.63
O -1.2278 -6.3552 -2.0277 0.1 0.4 0.8 0.05
O -0.5136 -7.5178 -0.2216 -0.8 -0.9 0.7 0.01
C 0.1669 -6.4438 0.4272 0.5 -0.4 -0.6 -0.01
H -2.4562 -7.9428 -3.6205 -0.3 0.3 0.4 0.09
H -3.5845 -8.6660 -2.3617 0.1 0.9 0.1 0.10
H -2.7168 -9.6224 -3.3762 1.6 -0.6 0.6 0.09
H 0.8610 -7.0204 1.0387 0.2 0.6 0.1 0.10
H -0.4674 -5.8021 1.0388 -0.2 -0.2 -0.2 0.10
H 0.6746 -5.8712 -0.3490 0.1 0.2 0.3 0.09
C -0.9673 0.5759 -7.7800 -0.2 -0.9 0.1 -0.04
O -1.5238 1.5435 -6.8899 -0.9 0.6 1.3 -0.01
C -1.6228 1.1897 -5.5854 1.1 -0.3 1.0 -0.49
O -1.1267 0.1535 -5.1264 -1.3 2.0 -0.4 0.05
O -2.2383 2.2106 -4.8631 0.9 -0.9 -2.3 -0.02
C -2.1408 2.3251 -3.4587 1.1 -1.4 1.0 -0.07
H -0.9480 0.9237 -8.8129 0.1 0.8 0.4 0.10
H -1.6291 -0.2891 -7.8224 0.2 -0.2 0.3 0.10
H 0.0315 0.3195 -7.4268 -0.1 -0.2 -0.2 0.09
H -2.7411 1.5559 -2.9728 -0.7 0.6 0.0 0.10
H -2.2537 3.3556 -3.1219 -0.9 -0.2 -0.5 0.10
H -1.1630 2.0760 -3.0463 0.6 -0.2 -0.6 0.08
C 2.6305 -5.9846 -6.8816 -1.2 -0.2 -0.4 -0.04
O 3.3968 -4.8188 -6.6471 0.8 1.3 0.2 0.00
C 2.9283 -3.7667 -5.9625 -2.1 -1.0 2.4 -0.54
O 1.8336 -3.7636 -5.3504 2.1 0.3 -1.5 0.02
O 3.8636 -2.8321 -5.9018 0.7 -0.5 -1.3 0.01
C 3.8158 -1.6964 -5.0588 -1.3 0.5 0.7 -0.03
H 2.6408 -6.7322 -6.0885 0.4 0.4 0.3 0.10
H 3.0334 -6.4466 -7.7829 0.0 0.2 0.1 0.10
H 1.5896 -5.7046 -7.0442 0.0 -0.1 -0.1 0.09
H 4.1551 -1.9691 -4.0595 -0.1 0.0 0.0 0.10
H 2.8009 -1.3006 -5.0207 -0.1 -0.2 0.3 0.09
H 4.4013 -0.8516 -5.4217 0.4 -0.7 -0.5 0.10
C 6.0617 -3.6729 1.2917 -1.2 0.7 -0.5 -0.08
C 6.0207 -5.0608 1.7220 0.6 0.6 0.5 -0.29
N 6.0070 -6.1398 2.1036 -0.1 -0.4 0.0 0.13
H 5.2621 -3.0872 1.7453 -0.3 -0.4 0.4 0.08
H 5.7561 -3.6729 0.2454 0.6 0.2 -0.2 0.08
H 6.9292 -3.0449 1.4947 0.4 -0.8 -0.2 0.08
```
Positions in Å, forces in eV/Å.

For the energy above the lowest of the compared OMol25 structures with the same formula, charge and spin, the calculation gives 1254.9 kJ/mol. Its orbital gap is 3.4 eV. The value obtained for the largest force on an atom is 7.7 eV/A.

(2)
Computed, not measured: 10 unconnected molecules or ions with the total composition C28H58NO27, with the ωB97M-V functional and the def2-TZVPD basis.

Structure (XYZ):
```
114
Properties=species:S:1:pos:R:3:forces:R:3:lowdin_charge:R:1
C 13.5649 -14.9538 -11.2006 0.4 0.1 -0.8 -0.08
C 12.2867 -15.2296 -12.0097 0.3 -0.7 0.0 -0.68
C 12.6797 -15.7663 -13.4447 -0.5 -0.7 0.0 -0.05
O 11.4650 -16.0421 -11.3244 -0.1 0.6 -0.6 -0.24
H 14.3128 -14.3541 -11.7420 -0.2 0.2 0.2 0.03
H 14.0806 -15.8953 -11.0122 -0.3 -0.2 0.5 0.06
H 13.2371 -14.4198 -10.3084 0.4 -0.3 0.3 0.06
H 11.8584 -14.2167 -12.1909 0.2 -0.2 0.3 0.05
H 13.5244 -15.3050 -13.9720 0.1 0.2 0.2 0.05
H 11.8272 -15.7700 -14.1376 -0.1 0.4 0.1 0.04
H 12.8670 -16.8434 -13.3561 0.3 0.0 0.3 0.07
C 9.1190 -16.4470 -14.6478 -0.8 -1.3 -0.5 -0.03
O 10.0193 -17.2197 -15.4619 0.3 0.4 0.2 -0.08
C 10.6031 -18.2660 -14.8347 -0.6 1.1 -1.0 -0.63
O 10.4189 -18.5548 -13.7093 0.2 -0.7 0.9 0.19
O 11.3918 -18.9111 -15.7036 0.2 -0.7 0.2 -0.01
C 11.1553 -18.7341 -17.0955 1.4 0.1 -0.3 -0.05
H 8.2490 -17.0960 -14.4963 -0.1 0.2 0.2 0.10
H 8.7985 -15.6603 -15.3239 0.2 0.5 0.5 0.09
H 9.5153 -16.2134 -13.6606 0.3 0.4 -0.2 0.09
H 10.1352 -18.4308 -17.2933 0.0 -0.3 -0.3 0.10
H 11.5269 -19.6347 -17.5860 -0.8 -0.4 0.1 0.09
H 11.8822 -18.0162 -17.4860 -0.5 0.6 0.1 0.08
C 10.5136 -19.8471 -5.8018 0.3 0.0 0.0 -0.05
O 11.6909 -19.0460 -5.8049 0.3 0.5 1.0 -0.02
C 11.9355 -18.4042 -6.9528 -0.9 -0.2 -2.3 -0.63
O 11.3229 -18.6100 -7.9770 0.3 -0.1 0.8 0.13
O 12.9209 -17.5398 -6.8314 0.9 -0.4 1.0 0.00
C 13.4748 -16.9508 -8.0333 -0.6 0.9 0.5 0.00
H 10.4195 -20.2422 -4.7913 0.2 -0.1 0.0 0.09
H 10.6630 -20.6481 -6.5236 -0.4 0.0 0.0 0.09
H 9.6305 -19.2459 -6.0114 0.0 -0.1 -0.3 0.09
H 12.6333 -16.5619 -8.6058 0.3 -0.3 -0.6 0.08
H 14.1607 -17.6012 -8.5691 -0.4 -0.4 -0.1 0.10
H 14.0662 -16.1195 -7.6570 0.0 0.0 0.0 0.07
C 13.4289 -22.7684 -9.9167 -1.3 -0.6 0.1 -0.06
O 14.5168 -22.1546 -10.5746 0.3 -0.9 0.5 0.01
C 14.2920 -20.9368 -11.0232 0.0 2.0 -0.2 -0.63
O 13.2846 -20.2938 -10.9014 -0.1 -0.6 0.0 0.15
O 15.4130 -20.4752 -11.5949 0.1 -0.5 -0.2 0.00
C 15.2962 -19.1670 -12.1609 0.4 0.8 0.5 -0.04
H 12.9427 -22.2244 -9.1041 0.7 0.5 0.0 0.09
H 13.7689 -23.7245 -9.5272 0.2 0.0 -0.1 0.09
H 12.5881 -22.9357 -10.5947 0.3 -0.1 -0.3 0.10
H 15.1158 -18.4271 -11.3812 -0.5 -0.1 0.1 0.09
H 14.5287 -19.1181 -12.9250 -0.1 0.0 0.0 0.09
H 16.2654 -18.8691 -12.5527 0.0 -0.6 -0.3 0.08
C 6.7041 -16.3815 -7.8061 -0.1 -0.8 0.8 -0.07
O 7.5760 -15.2797 -7.7485 -0.5 0.8 0.1 -0.02
C 8.8449 -15.4261 -8.1596 0.3 -0.7 -1.6 -0.61
O 9.3094 -16.4442 -8.5904 0.0 0.1 0.5 0.16
O 9.4006 -14.2308 -8.1260 -0.2 0.8 0.4 -0.01
C 10.6131 -13.9209 -8.8466 -0.3 -0.5 -0.2 -0.01
H 5.6915 -15.9953 -7.7064 0.1 0.2 0.0 0.08
H 6.9078 -17.0221 -6.9420 -0.1 -0.1 -0.1 0.09
H 6.7488 -17.0202 -8.6877 0.5 0.4 -0.2 0.10
H 11.4555 -14.3931 -8.3469 0.1 0.2 0.0 0.09
H 10.6272 -12.8337 -8.8417 0.3 0.0 0.2 0.09
H 10.5883 -14.2651 -9.8852 -0.1 -0.4 0.1 0.08
C 10.4394 -13.0922 -13.8080 0.5 -1.2 0.2 -0.04
O 9.9750 -11.7520 -13.7591 0.5 0.9 -0.2 0.04
C 9.8408 -11.1999 -12.5666 -2.0 -0.8 -0.8 -0.63
O 9.8522 -11.7996 -11.5201 -3.3 -0.3 -0.1 0.09
O 9.6406 -9.9042 -12.7233 0.2 0.9 -0.8 0.04
C 9.2452 -9.1228 -11.6174 0.1 -0.1 1.6 -0.04
H 10.9121 -13.2916 -14.7682 -0.8 0.2 -0.4 0.11
H 9.6414 -13.7782 -13.5314 -0.1 0.0 -0.4 0.10
H 11.2643 -13.3514 -13.1369 -0.5 0.8 0.1 0.03
H 9.9865 -8.3875 -11.2987 0.4 -0.2 -0.6 0.10
H 9.1358 -9.7827 -10.7549 -0.4 0.1 0.0 0.10
H 8.3334 -8.5631 -11.8083 -0.2 -0.3 -0.4 0.09
C 16.0828 -9.7946 -9.6203 0.4 -0.9 -1.3 -0.04
O 14.7948 -9.7053 -10.2280 0.3 0.8 0.0 0.00
C 14.2690 -10.8481 -10.6882 -0.3 -0.4 0.8 -0.61
O 14.7489 -11.9465 -10.5724 0.7 0.0 -0.2 0.10
O 13.0891 -10.5845 -11.1686 -0.4 0.9 -0.1 0.05
C 12.2588 -11.6759 -11.5703 1.5 -0.8 0.2 -0.01
H 16.6636 -8.8994 -9.8278 -0.5 0.4 0.4 0.09
H 16.6267 -10.5589 -10.1837 0.1 -0.2 0.5 0.08
H 15.9993 -10.0533 -8.5700 0.1 0.1 0.1 0.10
H 12.4891 -11.9307 -12.6040 0.1 0.1 -0.1 0.11
H 11.2042 -11.4586 -11.4239 2.9 0.7 0.7 0.01
H 12.4317 -12.5813 -10.9842 0.4 0.2 0.1 0.09
C 15.0192 -21.1813 -17.7868 0.4 -0.4 0.1 -0.03
O 15.7525 -20.6569 -16.6814 0.5 -0.7 0.8 0.01
C 15.5703 -19.4892 -16.0912 -0.9 1.4 -0.9 -0.59
O 16.1432 -19.1001 -15.1187 0.3 -0.5 0.0 0.14
O 14.6949 -18.7543 -16.8140 -0.1 0.0 -0.2 -0.04
C 14.3688 -17.4100 -16.4269 -0.3 -0.2 0.8 -0.01
H 14.2856 -20.5123 -18.2209 0.1 0.2 0.1 0.09
H 14.5476 -22.1032 -17.4483 -0.2 0.1 0.1 0.09
H 15.8009 -21.4772 -18.4851 -0.3 0.2 -0.4 0.09
H 14.6155 -16.7259 -17.2334 0.1 -0.1 0.0 0.09
H 14.8338 -17.1262 -15.4850 0.4 -0.1 -0.2 0.09
H 13.3031 -17.3954 -16.2181 -0.1 0.1 -0.1 0.06
C 17.5374 -15.2299 -17.5482 0.5 -0.5 -0.9 -0.06
O 16.5611 -14.5020 -16.8532 -1.0 0.1 -0.5 -0.01
C 16.9135 -13.8206 -15.7638 0.5 -0.7 0.0 -0.63
O 18.0471 -13.5548 -15.4780 0.3 0.3 0.4 0.13
O 15.8187 -13.5627 -15.0829 -0.8 -0.2 0.2 0.01
C 15.9580 -13.2872 -13.6882 0.3 0.5 0.4 -0.03
H 18.4360 -14.6570 -17.7769 0.1 0.0 0.5 0.09
H 17.1392 -15.5202 -18.5237 -0.4 0.3 0.2 0.09
H 17.7388 -16.1785 -17.0462 0.3 0.3 0.3 0.10
H 14.9765 -13.0869 -13.2684 -0.1 0.2 -0.4 0.07
H 16.6186 -12.4283 -13.5731 0.0 0.0 0.2 0.10
H 16.3465 -14.1335 -13.1201 0.2 -0.2 -0.3 0.10
C 17.3183 -13.3706 -9.7414 -0.7 -0.8 -0.1 0.04
N 16.6023 -14.6571 -9.4516 0.8 -0.4 1.2 -0.44
O 16.7034 -15.5242 -10.2881 -0.2 0.1 -0.4 0.05
O 16.0842 -14.8027 -8.3632 -0.2 0.2 -0.1 0.06
H 16.6891 -13.0138 -10.5515 0.7 0.6 -0.3 0.06
H 18.3269 -13.7094 -9.9582 0.0 0.4 -0.5 0.10
H 17.3000 -12.7115 -8.8824 -0.2 -0.1 0.1 0.09
```
Positions in Å, forces in eV/Å.

Its charge is -1. For the energy above the lowest of the compared OMol25 structures with the same formula, charge and spin, the calculation gives 220.1 kJ/mol. Its orbital gap is 5.2 eV. The value obtained for the largest force on an atom is 3.3 eV/A.